# 1
140
Properties=species:S:1:pos:R:3 method="wB97M-V/def2-TZVPD" spin_multiplicity=2 total_charge=+1 gap_ha="0.333 / 0.066" lumo_energy_ev="-2.30 / -9.57"
S 22.53776 22.01602 -21.61535
S 23.38163 22.82180 -23.65774
P 18.36117 18.45920 -17.71103
P 19.79750 19.74504 -27.06122
P 26.82932 25.03559 -30.32785
P 23.80981 27.51181 -16.79228
P 26.60786 19.42627 -22.57858
Al 22.60931 18.68510 -23.81141
F 24.23856 22.24539 -24.93413
F 21.62285 20.69822 -21.20426
O 18.32845 19.60708 -26.33972
O 25.28853 18.94953 -22.94311
O 25.06799 27.95288 -15.96671
O 24.52476 23.41862 -22.92773
O 23.75697 28.68427 -17.87564
O 27.00982 19.30055 -20.99270
O 21.52164 23.07759 -21.60493
O 25.99086 24.39588 -31.58528
O 27.79821 18.56155 -23.27669
O 21.04570 19.80653 -26.19584
O 26.44291 26.66549 -30.20802
O 26.03056 24.30807 -29.07215
O 18.59366 17.37903 -18.78796
O 22.33425 23.57587 -24.33360
O 27.03212 20.95136 -23.02809
O 22.51286 27.13109 -16.14419
O 19.60724 21.09144 -28.00355
O 23.48806 21.94865 -20.52246
O 19.64590 19.28341 -17.14752
O 17.80887 17.80876 -16.32488
O 24.35599 26.43690 -17.81791
O 28.25359 24.78232 -30.38890
O 17.27669 19.56476 -18.06136
O 19.94123 18.52896 -28.10397
N 22.97078 21.42425 -23.17231
C 26.25257 19.98875 -20.04358
C 29.78682 17.34924 -23.93272
C 26.83230 19.91839 -18.69740
C 17.16469 18.98379 -27.01429
C 24.96125 25.07047 -32.18650
C 20.74234 19.85591 -17.92036
C 17.05457 21.72348 -19.10820
C 24.75320 22.52936 -28.06007
C 17.28075 18.53640 -15.25001
C 24.02765 25.00881 -17.80519
C 17.40563 20.27365 -19.30913
C 26.85974 29.51227 -15.84127
C 20.40833 17.32628 -27.59295
C 17.99702 18.08047 -13.94088
C 26.67580 28.86216 -29.42866
C 19.44785 22.36265 -27.47555
C 20.86509 22.93846 -27.41952
C 28.19987 20.98347 -25.11841
C 23.77009 24.20857 -32.31922
C 28.91484 17.89729 -22.75658
C 20.11492 16.26677 -28.62512
C 25.81746 22.93474 -29.07050
C 26.87240 21.31296 -24.41728
C 23.50839 30.05061 -17.50620
C 20.60388 21.43272 -17.88794
C 23.93920 30.99422 -18.57858
C 26.40554 28.19988 -16.48381
C 26.91957 27.36804 -29.12380
C 25.20964 24.23437 -18.54718
C 15.97153 18.85881 -26.06057
H 19.71470 15.41559 -28.07430
H 20.89854 16.07344 -29.35769
H 26.11423 20.70457 -24.91036
H 15.24912 18.05987 -26.22770
H 16.89309 19.52477 -27.92075
H 25.15529 24.60446 -19.57099
H 27.93282 29.51997 -16.03241
H 23.78239 22.87768 -28.41263
H 15.96971 21.76881 -19.01258
H 29.31210 16.46809 -24.36437
H 22.97083 24.78131 -32.78960
H 24.59092 25.92350 -31.61791
H 17.61978 17.06445 -13.82467
H 19.08316 18.00444 -13.99212
H 20.15058 21.58380 -16.90824
H 26.57389 22.35831 -24.49633
H 24.00786 24.63810 -16.78036
H 18.91538 22.22187 -26.53493
H 24.96283 23.17702 -18.45131
H 23.13628 31.42408 -19.17745
H 29.87406 18.13063 -24.68766
H 27.10235 27.46234 -16.08557
H 26.35772 28.24886 -17.57166
H 20.73797 19.40450 -18.91248
H 25.73302 28.94741 -29.96901
H 17.52810 18.02406 -27.38164
H 18.83869 22.94495 -28.16689
H 23.18222 24.62226 -18.37434
H 24.35403 30.34209 -19.34718
H 26.79580 18.89613 -18.32089
H 28.04474 19.98067 -25.51644
H 27.99413 27.22598 -29.00869
H 25.13492 22.91669 -27.11542
H 15.32963 19.72532 -25.90175
H 26.87740 29.59384 -14.75446
H 25.23729 25.66128 -33.05991
H 21.48213 17.43040 -27.74853
H 19.86468 21.86379 -18.56311
H 17.71024 18.75723 -13.13598
H 26.75702 29.59061 -28.62189
H 24.64227 31.74989 -18.22823
H 18.47263 20.36748 -19.51112
H 16.99943 19.81470 -20.21050
H 27.51954 29.25328 -29.99720
H 25.18376 19.78529 -19.97759
H 26.24454 24.28786 -18.20919
H 17.67115 19.52324 -15.49869
H 22.42863 30.12381 -17.37634
H 16.46665 18.65325 -25.11152
H 26.32542 20.35332 -17.83600
H 16.19800 18.41521 -15.28257
H 29.13168 20.95530 -24.55358
H 17.34376 22.47696 -19.84082
H 24.61165 21.44860 -28.05355
H 23.72445 23.31010 -32.93465
H 23.85220 30.41397 -16.53776
H 21.52398 22.46113 -26.69418
H 26.29455 21.06657 -20.20053
H 26.75171 22.53868 -28.67247
H 25.51906 22.61788 -30.06983
H 21.72118 19.56444 -17.53953
H 26.42806 30.33387 -16.41287
H 20.16150 16.91333 -26.61486
H 28.61796 17.13810 -22.03298
H 29.62445 18.56019 -22.26148
H 30.77353 17.03151 -23.59577
H 21.37803 22.90641 -28.38075
H 19.45849 16.56340 -29.44318
H 17.35017 22.10292 -18.13006
H 27.89686 20.14806 -18.65204
H 20.85911 23.97454 -27.08098
H 23.44121 23.87052 -31.33654
H 26.35766 26.96059 -28.28336
H 28.18855 21.58315 -26.02855
H 21.52179 22.00424 -18.02544

# 2
10
Properties=species:S:1:pos:R:3 method="wB97M-V/def2-TZVPD" spin_multiplicity=1 total_charge=0 relative_energy_kj_mol=392.2 gap_ha=0.385 lumo_energy_ev=-0.95
F 1.30566 1.14066 -0.91727
F 1.67371 -0.96446 -0.47143
F -0.70960 2.06996 0.75862
O -0.33212 -0.52226 1.77220
C -0.69116 -0.25413 -0.83155
C 0.72281 0.06349 -0.47314
C -0.29444 0.06143 0.57949
H -0.99078 -1.26581 -1.17209
H 0.61961 -0.86901 2.03549
H -1.30368 0.54014 -1.28032

# 3
39
Properties=species:S:1:pos:R:3 method="wB97M-V/def2-TZVPD" spin_multiplicity=1 total_charge=0 relative_energy_kj_mol=11.2 smiles="CCCCC(=O)Nc1ccc2c(c1)nc1n2CCSC1" gap_ha=0.319 lumo_energy_ev=0.69
S -0.58835 -6.25540 1.71737
O 2.26386 2.65419 -0.00004
N -1.66020 -2.60802 0.93195
N 0.24074 -3.59524 0.29062
N 0.20931 1.88421 0.62650
C -0.80760 -0.26060 0.79919
C -1.55034 4.79558 -2.64174
C 0.12540 4.85434 -0.76042
C 1.12314 -4.71530 0.14933
C 0.50225 -2.24720 0.30371
C 1.07378 -5.54218 1.42955
C 0.58491 4.26174 0.57786
C 1.62628 -1.49240 0.01552
C 0.32249 0.49199 0.51162
C 1.12951 2.85724 0.37323
C -1.08475 4.13340 -1.35039
C -0.71549 -1.64087 0.69732
C 1.52353 -0.12185 0.12484
C -1.06165 -3.73800 0.68821
C -1.65295 -5.08399 0.77126
H -1.78081 -5.51323 -0.22562
H 1.39773 4.87388 0.97119
H -0.12440 5.90716 -0.60938
H 0.95650 4.80496 -1.46640
H 1.75808 -6.38712 1.38050
H 2.55674 -1.94946 -0.28612
H 0.81907 -5.33112 -0.70614
H -0.70794 2.19271 0.91743
H -1.73626 0.20156 1.09635
H -0.82803 3.09190 -1.55577
H 2.13900 -4.35169 -0.02314
H -1.83496 5.82987 -2.46058
H 2.37499 0.50085 -0.08978
H -2.61331 -5.04852 1.27980
H -0.23835 4.26661 1.29460
H 1.32548 -4.91855 2.28921
H -0.75394 4.78452 -3.38211
H -2.40883 4.26993 -3.05290
H -1.90463 4.14410 -0.62661

# 4
143
Properties=species:S:1:pos:R:3 method="wB97M-V/def2-TZVPD" spin_multiplicity=1 total_charge=0 gap_ha=0.286 lumo_energy_ev=0.44
I 1.33607 -0.42949 -4.03814
Mg -0.17701 -0.53398 -1.62865
O 4.76523 3.23971 -0.34998
O -1.87566 -1.72981 4.64630
O -2.08689 0.55812 2.83536
O 3.50930 -4.85497 -1.46949
O -0.98467 3.33275 -0.50683
O -0.42829 1.37551 -1.24378
O -4.12776 0.86504 3.66550
O 3.50178 1.53282 0.53421
O 2.43541 -1.86667 1.23718
O -1.20036 3.18836 6.14016
O 1.42882 -0.87408 -0.47420
O -1.01076 2.84336 -6.07261
O 0.31417 -1.47050 4.86616
O 3.52471 -5.80492 -3.49258
O -1.68277 2.71040 -3.89030
O -0.61447 5.17480 5.18085
O -1.63122 -1.49976 -0.84418
N -1.51935 -2.32127 -2.06819
C -1.17549 7.40921 5.78043
C 3.24079 -7.06358 -2.84395
C -3.55850 1.92587 4.57047
C -0.58791 1.13317 -7.67160
C 3.43227 -2.56854 0.43693
C -1.24653 -3.76095 -1.70553
C -3.98119 -2.37589 -2.17500
C 1.78428 -7.24862 -2.41625
C -2.65359 -0.68916 -3.47100
C -1.35023 5.95706 6.12031
C 4.27292 4.23037 0.53359
C -4.04429 -0.77118 2.08093
C 4.34157 1.96789 -0.23142
C -1.39860 1.48583 -6.45543
C 4.17089 -3.60737 -3.35591
C -0.39935 4.64239 -4.59685
C -1.28613 2.16520 -0.96181
C 0.09995 3.09475 4.24390
C 1.63019 -0.96592 0.71511
C -2.17178 -4.36649 -0.65436
C -1.09513 3.27193 -4.80058
C -1.20725 -4.52955 -3.00963
C -2.69320 -3.08167 -4.11695
C 0.22361 -3.73862 -1.06928
C -0.75983 -2.06472 4.32996
C -0.56476 -2.85718 3.06431
C -3.26839 0.26735 2.88482
C -2.67458 -2.14977 -2.87308
C 0.20472 -0.50460 5.86699
C 0.40370 3.60831 -0.36991
C -4.74767 2.41931 5.33668
C 0.89894 -0.03459 1.70328
C 4.74279 -2.54916 1.21102
C -2.48521 -4.54869 -3.77254
C 5.01352 0.94672 -1.20390
C 4.13856 5.52411 -0.24398
C 3.71392 -4.80075 -2.67183
C -0.62724 3.82847 5.32797
C 1.60292 -0.08135 6.27439
C -2.72844 1.79929 -1.07808
C 0.55753 5.01556 0.11618
H 3.43473 5.31650 -1.03431
H 0.32984 -3.37480 3.07290
H -2.47051 1.36044 -6.62073
H -0.59369 2.34861 3.73046
H -0.70356 5.15325 -3.71500
H -3.29505 -1.17365 1.30694
H 5.52381 1.44387 -2.06605
H 1.20369 -6.70050 -3.14322
H 0.40351 1.06042 -7.34461
H 0.49776 3.86817 3.55642
H -0.98251 5.82407 7.18119
H 0.20217 5.86097 -0.49430
H 0.85136 0.95966 1.23649
H -3.21607 2.49687 -0.40939
H -4.80890 -2.20938 -2.94369
H 2.22905 -0.96911 6.62410
H 5.65958 0.34386 -0.60321
H -4.09857 -3.43786 -1.87073
H 0.46202 -4.78201 -1.06116
H -0.82680 -5.53167 -2.65390
H -2.58545 -3.55886 -0.01333
H -0.82784 0.17752 -8.21892
H -3.00119 -4.89939 -1.16737
H -4.88411 -0.35985 1.55542
H -3.23020 -5.15444 -3.24004
H -3.09127 0.09317 -2.83219
H -5.21848 1.58298 5.85730
H 0.23528 -3.29564 -0.10182
H 4.91297 4.32162 1.37815
H -0.03632 -0.44849 1.88761
H -5.49151 2.98242 4.79538
H 1.58740 0.70838 7.01879
H -3.67737 -2.99003 -4.63042
H -0.44007 -4.08919 -3.65815
H -4.06429 -1.71536 -1.27089
H -3.02906 2.12614 -2.11461
H -2.38283 5.68638 6.26818
H 1.58099 -7.00328 -1.43039
H 3.73003 6.37551 0.33049
H 0.89189 2.53221 4.69309
H -3.16334 -0.53495 -4.49425
H 0.76849 2.85834 0.26785
H 4.79971 -3.27997 1.99468
H 4.20767 0.38133 -1.64990
H 1.59293 5.21847 0.44253
H -2.87210 0.73662 -0.83222
H 3.46473 -1.97968 -0.46325
H -1.71091 -5.06898 0.00492
H 3.26513 3.90768 0.76135
H -0.52913 5.21025 -5.53168
H 5.01348 -1.56774 1.55734
H -2.31587 -5.17100 -4.65445
H -0.75557 -2.10214 2.31966
H -4.38326 -1.64729 2.68720
H 3.50398 -7.80955 -3.58152
H -1.92642 -2.79705 -4.79940
H -1.43371 7.52388 4.68512
H -2.89755 1.43452 5.25815
H 0.90144 3.51386 -1.38344
H 3.07040 -3.55905 0.22946
H -0.63395 1.89633 -8.43507
H 0.61742 4.35750 -4.37091
H -4.31510 3.08512 6.17242
H -1.72475 8.12181 6.32536
H 2.17902 0.31378 5.41405
H -1.16159 0.77069 -5.66520
H -0.10072 7.53374 5.90743
H -0.06320 5.18338 1.01013
H 1.28022 0.08838 2.66951
H 1.55653 -8.32521 -2.57830
H 5.45371 -2.89962 0.53818
H 3.70214 -2.69778 -2.95459
H 5.13697 5.89036 -0.70107
H 3.93758 -7.14667 -2.01592
H 0.81825 -3.18325 -1.75436
H 5.29650 -3.53285 -3.15651
H -0.23061 0.38381 5.44475
H -1.62309 -0.37779 -3.79600
H -0.33256 -0.75546 6.81029
H 4.00542 -3.66929 -4.40627
H -1.46844 -3.56337 3.04129
H -2.95430 2.55944 3.95293

# 5
25
Properties=species:S:1:pos:R:3 method="wB97M-V/def2-TZVPD" spin_multiplicity=1 total_charge=0 relative_energy_kj_mol=427.4 smiles="C=C(C)C=O.C=CN(C)C" gap_ha=0.335 lumo_energy_ev=0.73
O 1.76106 -1.67243 -0.02791
N -0.73858 -0.81558 0.23769
C -0.96059 0.46622 -0.38318
C -1.86235 1.38298 0.05908
C -1.27300 -1.01002 1.58559
C 1.26477 -0.71326 0.51334
C -1.01774 -1.96785 -0.62312
C 1.97885 0.82371 -1.59162
C 1.34545 0.83194 -0.23302
C 1.42789 1.88753 0.58591
H -0.84092 -1.92484 1.99038
H 1.31796 -0.54718 1.60054
H -0.98406 -0.16737 2.20723
H 3.06127 0.93577 -1.51335
H -2.08175 2.23668 -0.56081
H -0.59369 -1.78905 -1.60849
H 0.93654 1.89627 1.54837
H -0.82638 0.39259 -1.45662
H 1.80306 -0.13288 -2.08647
H -2.09524 -2.12270 -0.71237
H -0.50095 -2.83575 -0.20877
H 1.57098 1.61446 -2.22128
H -2.14231 1.48798 1.09523
H -2.36178 -1.09420 1.56556
H 1.81149 2.83699 0.23811

# 6
96
Properties=species:S:1:pos:R:3 method="wB97M-V/def2-TZVPD" spin_multiplicity=1 total_charge=-1 gap_ha=0.247 lumo_energy_ev=2.17
S -5.02357 0.14668 1.54222
Al -2.72647 0.62731 1.15032
F -7.19494 -0.66320 0.19220
F -5.40265 -0.46220 -1.04707
F -6.47783 1.33301 -0.36777
O 0.68471 -5.17427 -7.42024
O -0.79889 -4.85894 -5.84196
O 0.23591 -1.61275 -0.80952
O 0.83366 -2.39951 4.52925
O -0.12239 2.27739 2.54585
O -5.13398 -1.18966 2.11923
O 1.22358 3.58013 -2.69619
O 1.57591 5.21732 -1.28295
O 0.13855 3.85125 4.06327
O -0.84274 0.17644 -3.01246
O -0.66848 -0.76841 -4.96649
O 2.31692 -2.96966 3.02864
O -5.63761 1.16526 2.38369
N -1.17521 2.60386 -0.25908
C 0.27528 -5.48821 -6.33608
C -0.64898 0.32626 -4.18549
C 2.80196 3.09066 -0.99969
C 0.06949 -2.65636 5.70419
C -0.02958 -1.16453 1.51526
C 0.98815 -6.51412 -5.48478
C -0.84259 -4.68495 -3.40491
C 0.78591 -0.66911 -6.91693
C -0.30584 1.67293 -4.77167
C 1.85012 -3.17715 4.10918
C -6.08265 0.08583 -0.01579
C 1.96863 4.74870 5.39569
C -1.48061 -5.26735 -4.64675
C -0.74810 -1.56714 0.24116
C 2.04565 5.69087 -0.02401
C 0.37815 2.60048 3.57254
C -1.96517 -0.71173 -0.16179
C 1.33214 1.68342 4.31198
C 0.53582 4.25240 5.36520
C -2.55841 2.44706 0.24371
C 2.41609 -4.22685 5.04224
C 0.72197 -2.07599 6.94240
C 1.79480 3.96161 -1.71336
C 3.47370 6.19376 -0.10147
C -0.63252 -0.74002 -6.39174
H 1.37171 1.84716 5.38807
H 2.91488 3.31632 0.05765
H 0.98725 -1.53184 1.45256
H 2.67055 3.96001 5.12378
H 1.42290 -7.25826 -6.14705
H 2.22894 5.11262 6.39104
H 1.28013 0.25393 -6.61182
H -1.09853 -2.59152 0.36714
H -2.06976 0.66784 2.58892
H -1.75127 -0.16917 -1.08099
H 0.18022 -5.03825 -3.27136
H -0.80180 -3.59812 -3.47719
H 1.37729 6.51027 0.23383
H 0.88792 -1.00688 6.81016
H 0.36451 3.45319 6.08866
H -1.25817 0.06380 -6.78368
H 0.76410 1.84064 -4.65929
H 1.37115 -1.49981 -6.52379
H 2.33163 1.80201 3.89429
H 3.78331 6.60986 0.85820
H -0.88757 -2.16937 5.52614
H 0.34352 -7.03361 -4.78044
H -1.56171 -6.35514 -4.60576
H -3.26312 2.55900 -0.58431
H -0.83226 2.43276 -4.20118
H -0.10746 -1.09436 -1.53973
H -1.09026 -1.67752 -6.70351
H -0.58429 1.78692 -5.81790
H 1.69563 -4.63181 5.74955
H 0.79230 -0.72100 -8.00600
H 3.55916 6.96902 -0.86338
H 3.76679 3.18742 -1.49726
H 2.09701 5.56196 4.68079
H 1.91282 4.92957 0.74513
H 1.00319 0.65947 4.14416
H 0.08520 -2.22644 7.81468
H 1.78810 -6.01751 -4.93812
H -0.13598 -3.72318 5.80711
H -2.49224 -4.88175 -4.75605
H 1.69125 -2.53549 7.14081
H -2.77125 3.25081 0.94599
H 2.46386 2.06038 -1.07530
H -2.77082 -1.40846 -0.39254
H 3.25200 -3.79356 5.58961
H 4.16656 5.39569 -0.36897
H -1.14939 2.99303 -1.18686
H 2.78207 -5.05128 4.43636
H 0.02530 -0.09314 1.65066
H -0.46194 -1.65489 2.37661
H -0.66667 1.73464 -0.24419
H -1.41430 -4.95070 -2.51629
H -0.14040 5.06429 5.63091

# 7
10
Properties=species:S:1:pos:R:3 method="wB97M-V/def2-TZVPD" spin_multiplicity=1 total_charge=0 relative_energy_kj_mol=0.0 gap_ha=0.379 lumo_energy_ev=0.56
P 0.47345 -0.52565 0.24543
O 0.80105 -1.28936 -1.37452
O -0.74577 -1.58490 0.08778
O -0.32665 0.82580 -0.04894
O 1.42626 -0.47709 1.31958
N 0.15668 2.00749 0.59425
N -0.44774 -1.89845 -1.26975
H -1.25313 -1.55512 -1.84680
H -0.71352 2.55109 0.79986
H 0.62936 1.94619 1.49310